ORCA calculation (ωB97M-V/def2-TZVPD) on a molecular structure, C7H11NO in a non-equilibrium geometry.

Results
Strongest force on any atom = 3.995 eV/A
Total charge = 0
Energy relative to the best compared isomer or geometry (same formula, charge and spin) = 510.0 kJ/mol
LUMO = 0.6 eV
HOMO-LUMO gap = 0.32483 hartree

XYZ file:
```
20
C7H11NO ωB97M-V/def2-TZVPD
C 0.27704 1.26296 -0.11506
C 2.79160 -0.74403 -0.59860
C 3.04449 -0.22618 0.81807
C 1.77792 0.03312 0.12578
C -1.85272 -1.06096 -0.66359
C -2.16238 -0.18773 0.54593
C -2.13636 1.30357 0.20477
N -0.85170 1.80938 -0.15674
O 1.50810 1.49056 -0.37787
H 3.35276 -0.27378 -1.39603
H 2.62020 -1.80138 -0.74744
H 3.04261 -0.93406 1.63386
H 3.77027 0.56978 0.92834
H -0.91329 -0.75552 -1.12200
H -1.75842 -2.10157 -0.36321
H -2.64378 -0.98286 -1.40603
H -1.42568 -0.37537 1.33051
H -3.15124 -0.43312 0.93584
H -2.80537 1.51389 -0.63848
H -2.48406 1.89330 1.06196
```


ORCA calculation (ωB97M-V/def2-TZVPD) on a single C7H11NO molecule in a non-equilibrium geometry.

Results
Strongest force on any atom = 1.704 eV/A
Total charge = 0
Energy relative to the best compared isomer or geometry (same formula, charge and spin) = 453.9 kJ/mol
LUMO (alpha / beta) = 0.0 / -0.5 eV
HOMO-LUMO gap (alpha / beta) = 0.27992 / 0.27708 hartree

XYZ file:
```
20
C7H11NO ωB97M-V/def2-TZVPD
C 2.53142 -0.12915 0.46796
C 0.15121 -0.81778 -0.41217
C -1.05299 0.15704 -0.06571
C 1.06266 -0.08147 0.29833
N -2.26177 -0.46890 0.44269
C 0.01870 0.78840 0.97658
C -0.01601 -1.99312 -1.07724
C -1.29709 0.95392 -1.24349
O 0.13478 2.19592 0.97747
H 0.14918 2.49056 0.05511
H -2.06640 -1.00378 1.28070
H -2.95163 0.23577 0.68110
H -0.15288 0.54105 2.03233
H 2.99060 0.84834 0.29114
H 2.78320 -0.40348 1.50150
H 2.99476 -0.85888 -0.19768
H 0.68600 -2.81357 -0.98666
H -0.93125 -2.16294 -1.62832
H -0.47840 1.23768 -1.88768
H -2.29410 1.28439 -1.50596
```